No. 1
An isolated molecule of C25H27ClN4O2, computed with wB97M-V/def2-TZVPD.

Last column: Löwdin charge in e.
Cartesian coordinates (Å):
C 9.451 1.183 0.534  -0.0899
O 8.814 -0.057 0.339  -0.0855
C 7.461 -0.078 0.196  -0.2803
C 6.635 1.042 0.225  -0.0122
C 5.269 0.898 0.073  -0.0037
C 4.703 -0.358 -0.112  -0.1880
N 3.316 -0.457 -0.260  -0.0822
C 2.537 -1.565 -0.224  0.0200
C 1.237 -1.161 -0.417  -0.1411
C -0.005 -1.982 -0.384  -0.1816
N -0.700 -1.789 0.885  -0.0430
C -2.101 -2.149 0.870  -0.2013
C -3.017 -1.126 0.181  -0.2730
C -3.146 0.196 0.937  -0.0306
C -4.520 0.715 0.537  -0.4401
O -4.912 1.856 0.632  0.0667
N -5.224 -0.341 0.066  -0.0249
C -6.587 -0.346 -0.343  -0.2613
C -7.575 0.586 0.284  -0.0902
C -7.633 -0.875 0.604  -0.0916
C -4.476 -1.582 0.067  -0.1002
C 1.327 0.249 -0.551  -0.2407
C 0.227 1.193 -0.755  -0.1951
C -0.640 1.045 -1.834  -0.0352
C -1.702 1.912 -2.020  -0.0767
C -1.912 2.951 -1.129  -0.0789
C -1.056 3.125 -0.056  -0.1075
C 0.004 2.250 0.127  -0.6085
Cl 1.037 2.459 1.496  0.7155
N 2.584 0.640 -0.449  0.1407
C 5.528 -1.479 -0.150  -0.0114
C 6.889 -1.337 0.005  -0.0007
H 10.512 0.957 0.622  0.0926
H 9.108 1.670 1.452  0.0957
H 9.293 1.854 -0.316  0.0956
H 7.041 2.030 0.368  0.1042
H 4.619 1.758 0.094  0.1075
H 2.928 -2.546 -0.057  0.1227
H 0.251 -3.045 -0.463  0.1225
H -0.636 -1.721 -1.248  0.1036
H -0.598 -0.827 1.194  0.1034
H -2.421 -2.270 1.910  0.1214
H -2.193 -3.120 0.373  0.1243
H -2.635 -0.917 -0.823  0.1304
H -3.147 0.034 2.018  0.1387
H -2.375 0.925 0.699  0.0957
H -6.707 -0.582 -1.399  0.1469
H -7.209 1.265 1.036  0.0961
H -8.335 1.008 -0.355  0.1024
H -8.437 -1.469 0.199  0.0947
H -7.306 -1.188 1.584  0.1016
H -4.763 -2.205 0.925  0.1316
H -4.675 -2.147 -0.848  0.1323
H -0.460 0.248 -2.541  0.1193
H -2.365 1.778 -2.861  0.1069
H -2.748 3.620 -1.259  0.1113
H -1.213 3.927 0.648  0.1080
H 5.116 -2.463 -0.308  0.1040
H 7.540 -2.196 -0.022  0.1190

Properties
SMILES = COc1ccc(-n2cc(CNC[C@@H]3CC(=O)N(C4CC4)C3)c(-c3ccccc3Cl)n2)cc1
Kohn-Sham gap = 0.319 Eh
maximum force = 1.0 eV/A
LUMO energy = 0.027 Ha
energy above the lowest of the compared OMol25 structures with the same formula, charge and spin = 0.7473 eV
2S+1 = 1

---

No. 2
An isolated molecule of C4H4ClNO2, computed with wB97M-V/def2-TZVPD.

Last column: Löwdin charge in e.
Cartesian coordinates (Å):
C 0.181 -1.918 0.839  -0.0724
O 0.679 -1.240 -0.298  -0.0400
C 0.260 0.031 -0.395  -0.3666
C -0.572 0.771 0.371  -0.0449
O -0.661 2.017 -0.205  0.0070
C 0.128 1.914 -1.288  -0.8403
Cl 0.242 3.299 -2.262  0.7660
N 0.681 0.776 -1.476  0.1774
H 0.587 -2.902 0.816  0.0832
H 0.500 -1.397 1.770  0.1090
H -0.897 -1.964 0.836  0.0909
H -1.129 0.612 1.291  0.1307

Properties
SMILES = COc1coc(Cl)n1
Kohn-Sham gap = 0.359 Eh
maximum force = 1.3 eV/A
LUMO energy = 0.029 Ha
energy above the lowest of the compared OMol25 structures with the same formula, charge and spin = 0.8483 eV
2S+1 = 1

---

No. 3
An isolated molecule of C5H4N2O, computed with wB97M-V/def2-TZVPD.

Last column: Löwdin charge in e.
Cartesian coordinates (Å):
C 1.390 0.454 1.361  0.0175
C 2.021 -0.245 0.505  0.0570
N 1.055 0.772 -0.029  -0.0070
C -0.126 0.298 -0.501  -0.3717
C -0.656 0.263 -1.792  -0.0460
N -1.934 -0.334 -1.695  0.0648
C -2.144 -0.630 -0.471  -0.1464
O -0.996 -0.327 0.301  0.0465
H 1.184 0.887 2.224  0.0664
H 2.505 -1.053 0.001  0.1118
H -0.177 0.751 -2.658  0.1109
H -2.817 -1.283 -0.064  0.0963

Properties
SMILES = C1=CN1c1cnco1
Kohn-Sham gap = 0.346 Eh
maximum force = 4.8 eV/A
LUMO energy = 0.036 Ha
energy above the lowest of the compared OMol25 structures with the same formula, charge and spin = 4.2525 eV
2S+1 = 1